Entry from the OMol25 dataset: a cluster of 2 separate species, C10H12ClF3Si in total in a non-equilibrium geometry (wB97M-V/def2-TZVPD).

Calculated values
2S+1 = 3
Kohn-Sham gap (alpha / beta) = 6.825 / 6.972 eV
LUMO energy (alpha / beta) = 0.670 / -2.604 eV
Total charge = 0
Total energy = -39112.40775 eV
Highest occupied orbital energy (alpha / beta) = -0.2262 / -0.3519 Ha

Positions of all 27 atoms, in Å:
C -2.794845 0.961594 0.847753
C -2.114669 0.796988 2.032904
C -2.232978 1.473892 -0.280749
C -0.698212 0.952543 2.092918
C -0.866421 1.725993 -0.215665
C -0.120773 1.460592 0.924836
C 3.983105 -1.257331 -0.065355
C 2.029823 -1.116796 -1.542763
C 2.515572 -0.975171 -0.183299
C 2.386844 2.695139 -0.475319
F 1.972786 3.951070 -0.572064
F 3.757925 2.853308 -0.360154
F 2.273603 2.289478 -1.793637
Si 1.769070 1.342666 0.746477
Cl 1.673710 -1.931690 1.151255
H -3.901573 0.760261 0.893701
H -2.710055 0.544272 3.015814
H -2.860756 1.714897 -1.180813
H -0.156228 0.792791 3.009351
H -0.324438 2.239252 -1.031656
H 4.243625 -2.196255 -0.594490
H 4.597422 -0.478322 -0.404118
H 4.410732 -1.418068 0.916409
H 2.551983 -0.520107 -2.366129
H 0.962507 -0.819315 -1.673066
H 2.083335 -2.191335 -1.908469
H 2.729173 1.614461 1.907616

Cartesian forces, eV/Å:
C -2.98 -0.40 1.12
C 0.78 -0.71 2.85
C 0.51 0.62 -1.43
C -2.56 0.48 -0.86
C 0.16 0.91 -1.10
C 1.95 -0.67 0.71
C 0.16 -1.04 0.78
C -1.82 0.02 -2.71
C 2.01 -3.74 0.91
C 1.99 0.52 -2.16
F -1.20 0.82 1.06
F -0.19 -0.62 0.71
F -0.46 -0.89 0.04
Si -0.91 2.25 1.30
Cl 0.14 1.28 -1.39
H 1.22 0.25 -0.25
H 1.28 0.31 -2.18
H 0.88 -0.34 0.99
H 0.16 -0.12 0.06
H -0.56 -0.55 0.18
H -0.19 0.47 -0.16
H 0.67 1.30 -1.24
H -0.66 -0.04 0.65
H -0.14 -0.54 1.59
H 0.52 -0.25 0.30
H 0.00 0.94 0.57
H -0.76 -0.27 -0.35

Results of the Löwdin charge analysis, in e, for atoms 1 through 6:
1. C -0.14
2. C -0.09
3. C -0.09
4. C -0.11
5. C -0.12
6. C -0.35

Entry from the OMol25 dataset: a cluster of 2 separate species, C10H12ClO2P in total in a non-equilibrium geometry (wB97M-V/def2-TZVPD).

Calculated values
Kohn-Sham gap (alpha / beta) = 8.120 / 6.159 eV
LUMO energy (alpha / beta) = -0.566 / -2.026 eV
Total charge = 0
Total energy = -36466.33601 eV
Highest occupied orbital energy (alpha / beta) = -0.3192 / -0.3008 Ha
Energy relative to the best compared isomer or geometry (same formula, charge and spin) = 23.53 kcal/mol

Positions of all 26 atoms, in Å:
C 3.059450 2.849204 0.026006
C 3.328826 1.762910 0.882533
C 1.830305 2.857156 -0.643472
C 2.434925 0.836589 1.203815
C 0.993133 1.824832 -0.513626
C 1.108050 0.743753 0.486640
C -2.420406 -2.801961 -0.366656
C -3.720838 0.935250 -1.769278
C -2.076008 -2.476027 0.881137
C -2.453340 -1.187632 1.396076
O 0.364405 -0.228244 0.691935
O -3.168509 -0.303299 0.532467
P -2.429185 0.711386 -0.506332
Cl -2.881614 2.378277 0.506934
H 3.767126 3.565596 -0.247320
H 4.305749 1.723213 1.196267
H 1.534980 3.684720 -1.257633
H 2.524957 0.062234 1.952637
H -0.023068 2.082635 -0.925086
H -2.379798 -3.700478 -0.910434
H -2.807294 -2.056707 -1.072705
H -3.776411 0.159677 -2.610749
H -3.876805 1.898942 -2.090385
H -1.830979 -3.291066 1.615065
H -1.645007 -0.622943 1.789151
H -3.109336 -1.204723 2.270914

Cartesian forces, eV/Å:
C -1.40 -1.46 -0.53
C 0.14 1.60 -0.99
C 1.37 0.56 0.32
C -3.02 -1.50 -0.11
C -4.25 -0.27 0.38
C 2.25 0.17 0.05
C 0.01 1.48 -0.41
C 1.35 -3.54 -0.44
C -1.15 -2.83 -0.97
C -0.68 2.43 1.53
O 0.23 1.15 -0.33
O -0.25 -0.77 -0.90
P -1.04 -0.95 -0.86
Cl 0.10 1.74 0.81
H 1.21 1.01 0.09
H 2.08 -0.24 1.35
H 0.05 0.28 -0.28
H 0.60 -0.07 -0.03
H 1.04 -1.16 0.14
H 0.55 -1.57 0.25
H 0.07 0.16 0.65
H -0.08 0.99 1.41
H -0.53 2.20 -0.60
H 0.17 1.08 -0.75
H 1.33 0.29 0.24
H -0.16 -0.79 -0.04

Results of the Löwdin charge analysis, in e, for atoms 1 through 6:
1. C -0.02
2. C -0.09
3. C -0.10
4. C 0.02
5. C -0.02
6. C -0.36